86
Properties=species:S:1:pos:R:3:mulliken_charge:R:1 method="wB97M-V/def2-TZVPD" e_homo_ev=-10.362 relative_energy_kcal_mol=0.0 homo_lumo_gap_ev=7.56 fmax_ev_per_a=0.85 lumo_energy_ev=-2.8 e_tot_ev=-220160.02245 mol_weight_g_mol=1016.59 total_charge=+1 multiplicity=1
La 0.070 0.063 0.071 2.02
N -3.166 -0.140 3.638 -0.49
C -2.403 -0.485 2.556 0.71
S -0.707 -0.038 2.747 -0.60
N -3.075 -0.971 1.565 -0.94
N -2.504 -1.519 0.431 0.33
C -2.796 -0.922 -0.680 0.07
C -2.700 -1.658 -1.956 0.44
C -2.807 -3.048 -1.962 -0.50
C -2.671 -3.750 -3.149 -0.83
C -2.441 -3.072 -4.336 -0.33
C -2.361 -1.686 -4.342 -0.83
C -2.493 -0.982 -3.158 -0.53
C -3.285 0.489 -0.612 0.16
C -4.538 0.893 -1.038 -0.56
C -4.961 2.169 -0.698 -0.78
C -4.124 2.986 0.046 -0.78
C -2.861 2.518 0.383 -1.04
N -2.440 1.303 0.044 0.66
H -2.679 0.050 4.496 0.22
H -4.082 -0.555 3.690 0.25
H -3.014 -3.562 -1.035 0.59
H -2.766 -4.826 -3.149 0.48
H -2.339 -3.625 -5.259 0.47
H -2.199 -1.155 -5.268 0.45
H -2.414 0.097 -3.163 0.45
H -5.172 0.209 -1.578 0.60
H -5.942 2.516 -0.983 0.46
H -4.433 3.971 0.359 0.48
H -2.165 3.128 0.950 0.65
C -0.509 3.579 -1.670 -1.32
C 0.815 3.594 -0.973 0.63
C 1.568 4.795 -0.969 -1.12
C 2.819 4.804 -0.438 -1.12
C 3.368 3.608 0.083 1.10
C 4.690 3.493 0.596 0.03
Br 5.834 4.990 0.627 -0.20
C 5.150 2.293 1.056 -0.56
C 4.323 1.152 1.006 0.07
Br 5.034 -0.491 1.599 -0.10
C 3.048 1.204 0.513 0.65
O 2.264 0.154 0.409 -0.41
C 2.553 2.467 0.062 -0.67
N 1.272 2.483 -0.443 0.62
H -0.394 3.989 -2.672 0.50
H -1.246 4.198 -1.158 0.43
H -0.911 2.566 -1.760 -0.13
H 1.137 5.684 -1.400 0.55
H 3.409 5.707 -0.430 0.40
H 6.152 2.198 1.447 0.49
O 0.295 -0.341 -2.273 -0.03
S 1.135 -0.526 -3.540 -0.08
C 2.749 0.000 -3.082 0.43
C 3.613 -0.761 -2.301 -0.25
C 4.798 -0.187 -1.872 -0.69
C 5.098 1.129 -2.203 -0.46
C 4.227 1.884 -2.970 -0.90
C 3.043 1.317 -3.421 -0.90
C 1.304 -2.274 -3.719 0.22
C 0.446 -3.111 -3.031 0.96
C 0.543 -4.482 -3.246 -0.98
C 1.481 -4.985 -4.131 -0.94
C 2.320 -4.123 -4.831 -0.70
C 2.232 -2.756 -4.637 -0.48
H 3.362 -1.779 -2.036 0.56
H 5.482 -0.757 -1.260 0.65
H 6.023 1.566 -1.855 0.47
H 4.466 2.905 -3.226 0.48
H 2.354 1.885 -4.028 0.52
H -0.308 -2.706 -2.372 0.12
H -0.124 -5.153 -2.723 0.58
H 1.554 -6.051 -4.289 0.47
H 3.039 -4.516 -5.533 0.44
H 2.882 -2.084 -5.177 0.55
N 2.515 -7.657 0.446 -0.44
C 2.136 -6.578 0.478 -0.29
C 1.647 -5.224 0.496 0.66
C 2.537 -4.156 0.518 -0.87
C 2.017 -2.873 0.490 -0.28
N 0.702 -2.621 0.435 0.48
C -0.144 -3.657 0.453 -0.49
C 0.279 -4.973 0.481 -0.87
H 3.603 -4.315 0.555 0.58
H 2.669 -2.008 0.514 0.24
H -1.201 -3.400 0.449 0.55
H -0.437 -5.780 0.493 0.59